No. 1
Entry from OMol25: the molecule C3H5N3OS in a non-equilibrium geometry (ωB97M-V with the def2-TZVPD basis set).

Max |F|: 4.3 eV/Å
Charge: 0
ΔE to the lowest compared entry with this formula, charge and spin: 46.5 kcal/mol
E_tot: -754.9649 Eh
Structure (SMILES): [H]/N=C1/N/C(=N/[H])SCO1
Lowest unoccupied orbital energy: 0.481 eV

Last column: Löwdin charge in e.
Positions of all 13 atoms, in Å:
1 H -3.18 0.08 -0.63  0.0791
2 N -2.45 0.79 -0.32  0.1116
3 C -1.34 0.12 -0.18  -0.4136
4 N -0.19 1.00 -0.06  0.0580
5 C 1.20 0.69 -0.12  -0.8451
6 N 1.91 1.71 -0.02  0.0469
7 H 2.98 1.66 0.23  0.1025
8 S 1.69 -0.90 -0.48  1.0058
9 C 0.19 -1.65 0.31  -0.4424
10 O -1.04 -1.25 -0.19  -0.0526
11 H -0.30 2.08 0.04  0.1830
12 H 0.24 -1.66 1.39  0.0971
13 H 0.29 -2.66 0.02  0.0698

=====

No. 2
Entry from OMol25: H4O2Rb as an isolated structure (ωB97M-V with the def2-TZVPD basis set).

Max |F|: 0.8 eV/Å
Charge: +1
ΔE to the lowest compared entry with this formula, charge and spin: 16.4 kcal/mol
E_tot: -176.7596 Eh
Lowest unoccupied orbital energy: -4.135 eV

Last column: Löwdin charge in e.
Positions of all 7 atoms, in Å:
1 Rb 1.56 -0.82 1.59  1.0879
2 O -0.41 -1.44 -0.46  -0.1197
3 H -0.28 -0.57 -0.84  0.0011
4 H -0.99 -1.29 0.28  0.0254
5 O 0.02 1.29 0.19  -0.1051
6 H 0.81 1.33 -0.35  0.0411
7 H -0.70 1.51 -0.41  0.0693

=====

No. 3
Entry from OMol25: C3H3O2Tm as an isolated structure in a non-equilibrium geometry (ωB97M-V with the def2-TZVPD basis set).

Max |F|: 4.6 eV/Å
Charge: +2
ΔE to the lowest compared entry with this formula, charge and spin: 11.3 kcal/mol
E_tot: -1350.9851 Eh
Spin multiplicity: 3
Lowest unoccupied orbital energy (alpha / beta): -10.072 / -11.277 eV

Last column: Löwdin charge in e.
Positions of all 9 atoms, in Å:
1 C 1.69 2.07 2.05  0.0380
2 C 1.31 0.81 1.81  -0.1048
3 H 1.72 2.81 1.24  0.0905
4 H 1.21 0.17 2.70  0.0777
5 H 1.92 2.43 3.06  0.1197
6 O -0.85 0.30 0.00  0.0366
7 C -1.79 -0.21 -0.52  -0.2805
8 O -2.33 -0.60 -1.47  0.3172
9 Tm 1.53 -0.53 -0.40  1.7054

=====

No. 4
Entry from OMol25: C23H29Br3N8O4SV as an isolated structure (ωB97M-V with the def2-TZVPD basis set).

Max |F|: 0.8 eV/Å
Charge: 0
ΔE to the lowest compared entry with this formula, charge and spin: 0.0 kcal/mol
E_tot: -10697.1606 Eh
Spin multiplicity: 2
Lowest unoccupied orbital energy (alpha / beta): 0.234 / 0.235 eV

Last column: Löwdin charge in e.
Positions of all 69 atoms, in Å:
1 V -0.71 -0.12 1.37  0.7655
2 N 0.60 5.53 -4.39  0.0998
3 C 0.51 4.26 -3.83  -0.3174
4 C -0.16 3.24 -4.51  -0.0279
5 C -0.21 1.96 -3.98  -0.0636
6 C 0.43 1.70 -2.78  -0.3060
7 C 1.10 2.70 -2.09  -0.0495
8 C 1.14 3.98 -2.62  -0.0200
9 S 0.38 0.10 -2.07  0.6166
10 O -0.08 -0.85 -3.05  -0.3114
11 O 1.71 -0.16 -1.54  -0.3492
12 N -0.60 0.17 -0.80  -0.1508
13 C -1.89 0.57 -0.91  -0.4636
14 N -2.45 0.62 0.33  0.0242
15 C -3.73 0.96 0.42  -0.1212
16 C -4.46 1.29 -0.72  -0.0518
17 C -3.79 1.23 -1.92  -0.1148
18 N -2.51 0.87 -2.04  0.1513
19 H -0.10 5.77 -5.07  0.0892
20 H 0.81 6.28 -3.75  0.0902
21 H -0.64 3.45 -5.46  0.1100
22 H -0.74 1.17 -4.49  0.1116
23 H 1.59 2.48 -1.15  0.1091
24 H 1.67 4.76 -2.09  0.1135
25 H -4.15 0.99 1.41  0.0798
26 H -5.50 1.58 -0.65  0.0982
27 H -4.29 1.48 -2.85  0.1109
28 Br -2.68 2.79 3.61  0.6089
29 C -2.02 1.18 4.42  -1.0343
30 Br -3.26 -0.29 4.27  0.5945
31 H -1.87 1.37 5.48  0.0009
32 H -1.09 0.91 3.92  -0.0384
33 N -1.77 -2.17 1.06  0.0305
34 C -0.53 -2.94 1.18  -0.2954
35 C -0.66 -4.47 1.26  -0.1244
36 C -0.14 -5.14 -0.03  -0.1735
37 C 1.38 -5.34 -0.03  -0.1630
38 N 2.15 -4.20 0.46  0.0812
39 C 2.37 -3.06 -0.22  -0.4529
40 N 2.89 -2.03 0.44  0.2261
41 N 2.14 -2.95 -1.53  0.2255
42 C 0.29 -2.31 2.34  -0.5914
43 O 1.39 -2.81 2.63  -0.0214
44 O -0.24 -1.30 2.92  -0.1314
45 H -2.35 -2.29 1.88  0.0845
46 H -2.30 -2.42 0.24  0.1128
47 H 0.02 -2.71 0.26  0.1158
48 H -1.71 -4.72 1.41  0.1155
49 H -0.12 -4.86 2.13  0.1210
50 H -0.46 -4.54 -0.89  0.1098
51 H -0.59 -6.13 -0.16  0.1124
52 H 1.75 -5.65 -1.01  0.1177
53 H 1.63 -6.16 0.65  0.1247
54 H 2.08 -4.02 1.47  0.1177
55 H 2.86 -2.07 1.45  0.1048
56 H 2.80 -1.11 0.01  0.1073
57 H 1.62 -3.67 -2.00  0.1092
58 H 2.13 -2.03 -1.95  0.0771
59 Br 3.98 4.70 2.54  0.6879
60 C 2.62 3.39 2.29  -0.7062
61 C 1.44 3.75 1.67  -0.1557
62 C 0.46 2.78 1.48  -0.1672
63 C 0.61 1.45 1.89  -0.2328
64 C 1.82 1.15 2.53  -0.1286
65 C 2.83 2.09 2.73  -0.1453
66 H 1.28 4.77 1.34  0.0937
67 H -0.46 3.09 0.98  0.0833
68 H 2.00 0.15 2.91  0.0826
69 H 3.76 1.83 3.22  0.0935

=====

No. 5
Entry from OMol25: the molecule C20H31N5O4 (ωB97M-V with the def2-TZVPD basis set).

Max |F|: 0.1 eV/Å
Charge: 0
ΔE to the lowest compared entry with this formula, charge and spin: 25.8 kcal/mol
E_tot: -1355.4439 Eh
Structure (SMILES): CC(C)Cn1[nH]c(CC(=O)N2CC(CN(C)C(=O)CC(=O)NC3CC3)C2)cc1=O
Lowest unoccupied orbital energy: 0.416 eV

Last column: Löwdin charge in e.
Positions of all 60 atoms, in Å:
1 C -4.19 1.44 0.67  -0.0729
2 C -2.67 1.36 0.59  -0.4055
3 C -2.18 -0.02 1.00  -0.0543
4 C -2.07 2.48 1.44  -0.1123
5 N -0.63 2.40 1.65  -0.0455
6 N -0.15 1.68 2.75  0.0900
7 C 1.18 1.39 2.47  -0.2515
8 C 2.01 0.78 3.55  -0.0244
9 C 3.28 0.13 3.01  -0.4728
10 O 4.37 0.67 3.10  0.0739
11 N 3.11 -1.08 2.45  -0.0210
12 C 1.94 -1.78 1.90  -0.0618
13 C 2.91 -2.55 0.96  -0.2150
14 C 2.78 -2.16 -0.50  -0.1246
15 N 1.48 -2.50 -1.07  -0.0905
16 C 1.27 -3.89 -1.46  -0.0359
17 C 0.60 -1.50 -1.31  -0.4142
18 O 0.83 -0.35 -0.96  0.0340
19 C -0.69 -1.90 -2.00  0.0002
20 C -1.59 -0.84 -2.64  -0.4840
21 O -2.57 -1.24 -3.25  0.0515
22 N -1.28 0.46 -2.50  0.1209
23 C -2.13 1.46 -3.08  -0.3123
24 C -1.55 2.81 -3.31  -0.1012
25 C -1.85 1.92 -4.48  -0.0887
26 C 4.09 -1.83 1.67  -0.0670
27 C 1.47 1.72 1.20  0.0735
28 C 0.28 2.32 0.61  -0.4426
29 O 0.04 2.69 -0.53  0.0455
30 H -4.54 1.23 1.69  0.0802
31 H -4.56 2.43 0.39  0.0798
32 H -4.66 0.72 0.00  0.0805
33 H -2.36 1.54 -0.44  0.1040
34 H -2.43 -0.24 2.05  0.0835
35 H -2.65 -0.78 0.38  0.0796
36 H -1.10 -0.11 0.88  0.0576
37 H -2.28 3.44 0.98  0.1323
38 H -2.53 2.49 2.43  0.1270
39 H -0.31 2.17 3.62  0.1585
40 H 2.32 1.54 4.27  0.1325
41 H 1.40 0.03 4.07  0.1286
42 H 1.43 -2.40 2.64  0.1227
43 H 1.23 -1.14 1.40  0.0999
44 H 2.89 -3.63 1.10  0.1316
45 H 2.91 -1.09 -0.60  0.1271
46 H 3.56 -2.66 -1.09  0.1369
47 H 0.25 -4.20 -1.28  0.0893
48 H 1.51 -4.05 -2.52  0.0993
49 H 1.92 -4.52 -0.87  0.0870
50 H -0.50 -2.62 -2.79  0.1227
51 H -1.32 -2.42 -1.27  0.1345
52 H -0.51 0.73 -1.89  0.1028
53 H -3.17 1.38 -2.79  0.1411
54 H -2.18 3.67 -3.13  0.1001
55 H -0.51 2.95 -3.02  0.0923
56 H -1.02 1.45 -4.99  0.1034
57 H -2.70 2.15 -5.11  0.0967
58 H 4.71 -1.20 1.03  0.1260
59 H 4.73 -2.47 2.28  0.1231
60 H 2.39 1.54 0.67  0.1283

=====

No. 6
Entry from OMol25: the molecule C5H8N2 in a non-equilibrium geometry (ωB97M-V with the def2-TZVPD basis set).

Max |F|: 1.1 eV/Å
Charge: 0
ΔE to the lowest compared entry with this formula, charge and spin: 28.9 kcal/mol
E_tot: -304.7895 Eh
Structure (SMILES): N#C[C@H](N)C1CC1
Lowest unoccupied orbital energy: 0.939 eV

Last column: Löwdin charge in e.
Positions of all 15 atoms, in Å:
1 N -2.09 -0.76 -2.19  0.1412
2 C -1.49 -0.24 -1.34  -0.1735
3 C -0.75 0.47 -0.26  -0.3869
4 N -0.64 1.90 -0.49  0.0519
5 C 0.62 -0.16 -0.08  -0.2871
6 C 0.73 -1.50 0.58  -0.1107
7 C 1.20 -0.26 1.30  -0.1096
8 H -1.32 0.31 0.67  0.1496
9 H -1.57 2.31 -0.59  0.0818
10 H -0.15 2.07 -1.36  0.0836
11 H 1.31 0.04 -0.90  0.1444
12 H -0.19 -1.98 0.92  0.1067
13 H 1.48 -2.19 0.20  0.1024
14 H 2.27 -0.11 1.42  0.1009
15 H 0.60 0.11 2.12  0.1053